1.
This record from the Open Molecules 2025 dataset describes a cluster of 2 separate species, C4H11NO3 in total. The level of theory is wB97M-V/def2-TZVPD.

Geometry as ORCA input:
```
! RIJCOSX wB97M-V def2-TZVPD def2/J DEFGRID3
* xyz 0 1
O 0.38 0.22 -2.23
O 0.56 -0.23 1.09
C -0.11 0.43 -1.13
N -1.40 0.28 -0.81
C 1.02 0.20 2.38
C 0.82 0.73 0.10
C -2.44 -0.09 -1.78
H -1.52 0.35 0.20
H 2.01 0.68 2.40
H 1.05 -0.68 3.05
H 0.28 0.91 2.78
H 0.64 1.73 0.53
H 1.88 0.68 -0.19
H -2.65 -1.17 -1.75
H -2.18 0.20 -2.81
H -3.36 0.45 -1.49
O 1.79 -1.42 -0.46
H 2.20 -2.17 0.02
H 1.05 -1.12 0.12
*
```

Frontier orbital gap (eV): 10.2
Energy above the lowest of the compared OMol25 structures with the same formula, charge and spin (kJ/mol): 256.76
Electronic energy (a.u.): -439.42813
E_HOMO (Ha): -0.3494

***

2.
This record from the Open Molecules 2025 dataset describes a cluster of 2 separate species, C4H11NO3 in total. The level of theory is wB97M-V/def2-TZVPD.

Geometry as ORCA input:
```
! RIJCOSX wB97M-V def2-TZVPD def2/J DEFGRID3
* xyz 0 1
O -0.30 -0.97 2.73
C -0.16 0.09 2.16
N 0.59 0.29 1.04
C 0.96 -0.90 0.25
C 0.38 -0.91 -1.20
C -0.77 -1.90 -1.36
O -0.06 0.42 -1.48
H -0.60 1.02 2.53
H 0.26 1.08 0.51
H 0.71 -1.78 0.83
H 2.04 -0.85 0.15
H 1.22 -1.16 -1.85
H -1.73 -1.47 -1.10
H -0.59 -2.77 -0.71
H -0.79 -2.31 -2.36
H -0.11 0.52 -2.44
H -0.98 2.49 -1.06
H 0.46 3.18 -1.23
O -0.48 3.30 -1.07
*
```

Frontier orbital gap (eV): 10.2
Energy above the lowest of the compared OMol25 structures with the same formula, charge and spin (kJ/mol): 124.89
Electronic energy (a.u.): -439.47835
E_HOMO (Ha): -0.3599

***

3.
This record from the Open Molecules 2025 dataset describes a structure of composition C4H11NO3. The level of theory is wB97M-V/def2-TZVPD.

Geometry as ORCA input:
```
! RIJCOSX wB97M-V def2-TZVPD def2/J DEFGRID3
* xyz 0 1
C 0.25 1.53 -0.28
O 0.29 1.69 -1.53
C -0.12 -0.07 0.06
C -1.53 -0.27 0.58
C -2.53 0.57 0.56
O -0.10 -2.49 2.05
N 0.77 -0.56 0.93
H -0.55 2.10 0.21
H 1.21 1.82 0.16
H 2.01 -0.30 -2.82
H -0.04 -0.53 -0.93
H -3.51 0.20 0.82
H -1.67 -1.30 0.88
H -2.56 1.63 0.39
H 0.41 -1.54 1.51
H 0.27 -3.38 2.18
H 1.57 -0.94 0.40
H 1.47 0.95 -1.95
O 2.21 0.26 -2.06
*
```

Frontier orbital gap (eV): 6.5
Energy above the lowest of the compared OMol25 structures with the same formula, charge and spin (kJ/mol): 759.38
Electronic energy (a.u.): -439.23669
E_HOMO (Ha): -0.3695

***

4.
This record from the Open Molecules 2025 dataset describes an isolated molecule of C4H11NO3. The level of theory is wB97M-V/def2-TZVPD.

Geometry as ORCA input:
```
! RIJCOSX wB97M-V def2-TZVPD def2/J DEFGRID3
* xyz 0 1
C -1.83 -0.65 0.95
C -0.42 -0.85 0.44
C 0.11 0.27 -0.45
C 1.59 -0.24 -1.23
H -1.66 1.30 0.44
H -1.90 0.81 2.35
H -2.09 -1.47 1.66
H -2.61 -0.99 0.19
H -0.25 -1.84 0.02
H 1.06 0.06 1.39
H -0.59 0.24 -1.19
H 1.07 1.71 -0.07
H 2.50 -0.31 -0.57
H 1.51 -0.91 -2.10
H 2.69 0.69 -2.81
N -2.14 0.76 1.19
O 0.79 -0.87 1.39
O 0.22 1.26 0.31
O 1.96 1.02 -1.94
*
```

Frontier orbital gap (eV): 9.1
Energy above the lowest of the compared OMol25 structures with the same formula, charge and spin (kJ/mol): 638.51
Electronic energy (a.u.): -439.28272
E_HOMO (Ha): -0.3243